[1]
Here is a molecular structure, C24H27OPt from the OMol25 dataset. Energies are from ωB97M-V/def2-TZVPD.

As for the charge: -1. The expectation value of S² is 2.0353. For the LUMO energy (spin up / spin down), the calculation gives 0.102 / 0.102 Eh. The multiplicity is 3.

Structure (XYZ):
```
53
C24H27OPt ωB97M-V/def2-TZVPD
Pt 0.47403 0.13000 -0.48273
O -0.93836 0.35115 -2.05737
C -0.07446 1.45858 5.30387
C 0.62517 1.04786 -7.42025
C 0.19949 2.18109 -0.39399
C 0.94530 -0.31313 -7.31671
C 0.15489 -1.94982 -0.46627
C 0.14757 0.34780 2.98819
C 0.12645 1.74571 -6.31200
C -1.06159 -1.92922 0.32484
C 0.24331 1.68299 2.10540
C 0.79509 -0.98023 -6.11106
C -1.20850 -0.70632 -2.97840
C -0.02480 -1.01631 -3.81165
C 1.30172 -1.80600 0.41373
C 0.86569 -1.85844 1.80369
C 0.01225 0.11661 4.60655
C -0.76809 -1.87323 1.72751
C -1.20537 2.09508 0.14418
C -1.14686 1.88949 1.48016
C 1.05579 1.79969 0.72238
C 0.23728 -0.30267 -4.98427
C 1.24453 -0.64568 5.18949
C -1.20050 -0.74432 5.16595
C 0.03265 -0.80937 2.34379
C -0.09322 1.09239 -5.10930
H -2.06475 2.27989 -0.49655
H -1.44120 -1.60553 -2.36756
H 2.13401 1.90172 0.65926
H -1.18543 -1.80447 4.85052
H 0.65874 -1.80453 -3.49192
H 1.25872 -0.67989 6.29592
H -1.22222 -0.78312 6.28278
H 1.04050 -2.04437 -5.98567
H 0.59673 2.52564 2.73656
H 1.32156 -0.86240 -8.17819
H 0.51341 2.63952 -1.32807
H -0.10700 2.80762 -6.38840
H -2.17067 -0.31876 4.86319
H 2.32766 -1.90348 0.02861
H -1.99683 1.73562 2.14006
H -2.05472 -0.46918 -3.68500
H -0.10494 1.41308 6.40773
H 1.30842 -1.69427 4.85385
H -0.49675 1.59344 -4.21597
H 0.22164 -2.49023 -1.38461
H 2.16041 -0.13439 4.86772
H -1.38810 -2.31350 2.54652
H 0.76354 1.56676 -8.36307
H -2.06456 -2.15648 -0.02927
H -0.98165 1.97415 4.95844
H 1.42617 -2.41389 2.54780
H 0.80787 2.03737 4.99959
```

These are the Mulliken partial charges, in e, on atoms 1 to 5: atom 1 (Pt): 0.899, atom 2 (O): -0.832, atom 3 (C): -1.848, atom 4 (C): -0.402, atom 5 (C): -0.253

=====

[2]
Here is 3 unconnected molecules or ions with the total composition C3H9O5 from the OMol25 dataset. Energies are from ωB97M-V/def2-TZVPD.

As for the charge: -1. For the LUMO energy, the calculation gives 0.140 Eh.

Structure (XYZ):
```
17
C3H9O5 ωB97M-V/def2-TZVPD
O -2.85510 0.54791 -0.49428
O 3.37620 -1.13375 -0.52014
O 0.45874 0.88246 0.04541
O 1.53047 -1.18564 -2.33469
O 0.42762 -0.96136 1.15395
C -0.19944 0.07912 0.76547
C -1.42978 0.63228 1.54150
C -2.23897 1.44525 0.60905
H 3.92130 -0.57320 -0.99062
H 2.56382 -0.47720 -0.19224
H -2.00657 0.10088 -0.97714
H -1.84006 2.18288 -0.01162
H -1.17830 1.20742 2.57366
H 1.27168 -0.51560 -1.63386
H -3.15014 1.95791 0.85842
H 2.06649 -1.76690 -1.83484
H -1.94253 -0.25300 1.91000
```

These are the Mulliken partial charges, in e, on atoms 1 to 5: atom 1 (O): -0.592, atom 2 (O): -0.721, atom 3 (O): -0.710, atom 4 (O): -0.709, atom 5 (O): -0.747

=====

[3]
Here is 2 unconnected molecules or ions with the total composition C3H7N3S from the OMol25 dataset. Energies are from ωB97M-V/def2-TZVPD.

For the LUMO energy, the calculation gives 0.026 Eh. As for the SMILES: C1=CSNN=C1.N.

Structure (XYZ):
```
14
C3H7N3S ωB97M-V/def2-TZVPD
S -2.36708 -0.09515 0.73462
N 0.36966 0.09557 1.18607
N -0.63030 -0.70956 0.88767
N 0.77947 -1.89786 -1.41030
C 0.16334 1.23282 1.73703
C -2.10514 1.61621 0.96364
C -0.99767 2.08908 1.54571
H 0.88648 -2.90848 -1.16663
H 1.61762 -1.42114 -1.00622
H -0.22141 -1.34300 0.16431
H -2.88496 2.40527 0.75186
H 0.67728 -1.85962 -2.35092
H 0.93522 1.74492 2.13593
H -0.95282 3.09602 1.74858
```

These are the Mulliken partial charges, in e, on atoms 1 to 5: atom 1 (S): -0.111, atom 2 (N): -0.485, atom 3 (N): -0.095, atom 4 (N): -0.774, atom 5 (C): -0.174

=====

[4]
Here is C3H4O3 in the gas phase from the OMol25 dataset. Energies are from ωB97M-V/def2-TZVPD.

For the LUMO energy, the calculation gives 0.031 Eh. As for the SMILES: O=CCOC=O.

Structure (XYZ):
```
10
C3H4O3 ωB97M-V/def2-TZVPD
O -1.04870 -0.61732 -0.58120
O 1.30775 1.23586 -0.92889
O -0.74566 1.08518 0.83761
C 1.13298 0.42447 -0.05436
C -1.47261 0.43807 0.12053
C 0.34126 -0.87134 -0.20488
H 0.30118 -1.38762 0.75969
H 1.64892 0.42431 0.92142
H 0.88830 -1.49090 -0.92842
H -2.53326 0.68536 0.02919
```

These are the Mulliken partial charges, in e, on atoms 1 to 5: atom 1 (O): -0.289, atom 2 (O): -0.499, atom 3 (O): -0.451, atom 4 (C): 0.185, atom 5 (C): 0.193